# 1
{
  "formula": "C27H36N7O2RuS2Te",
  "method": "wB97M-V/def2-TZVPD",
  "species": ["Ru", "N", "C", "S", "N", "N", "C", "C", "C", "C", "C", "C", "C", "O", "H", "H", "H", "H", "H", "H", "H", "C", "C", "C", "C", "C", "N", "H", "H", "H", "H", "H", "H", "H", "H", "H", "Te", "C", "C", "C", "C", "C", "C", "H", "H", "H", "H", "H", "N", "C", "C", "N", "C", "C", "N", "H", "H", "H", "H", "H", "C", "C", "S", "O", "C", "C", "H", "H", "H", "H", "H", "H", "H", "H", "H", "H"],
  "coordinates": [[0.738, 1.172, -0.451], [3.012, -2.328, -1.666], [2.291, -1.374, -0.993], [0.851, -0.767, -1.784], [2.730, -0.974, 0.157], [1.874, -0.011, 0.722], [1.799, -0.082, 2.002], [0.782, 0.565, 2.794], [0.913, 0.529, 4.193], [-0.090, 0.966, 5.024], [-1.283, 1.427, 4.453], [-1.444, 1.461, 3.090], [-0.414, 1.046, 2.222], [-0.648, 1.137, 0.927], [2.514, -2.839, -2.374], [3.637, -2.872, -1.092], [2.485, -0.765, 2.494], [1.832, 0.133, 4.610], [0.033, 0.940, 6.098], [-2.087, 1.774, 5.090], [-2.348, 1.849, 2.641], [-1.709, 3.851, -4.349], [-2.392, 3.470, -3.030], [-3.607, 2.575, -3.284], [-2.791, 4.732, -2.249], [-1.416, 2.730, -2.211], [-0.645, 2.166, -1.582], [-2.412, 4.418, -4.960], [-1.411, 2.961, -4.905], [-0.828, 4.468, -4.171], [-4.340, 3.131, -3.871], [-4.074, 2.272, -2.347], [-3.327, 1.678, -3.838], [-3.457, 5.336, -2.866], [-1.913, 5.327, -1.997], [-3.308, 4.474, -1.325], [1.565, 3.608, 0.455], [0.096, 4.139, 1.867], [-1.199, 4.456, 1.460], [-2.154, 4.845, 2.387], [-1.823, 4.933, 3.734], [-0.538, 4.620, 4.146], [0.416, 4.216, 3.219], [-1.458, 4.394, 0.410], [-3.158, 5.088, 2.059], [-2.566, 5.243, 4.458], [-0.275, 4.675, 5.195], [1.412, 3.951, 3.549], [2.937, 2.614, -5.200], [3.173, 2.241, -3.896], [2.116, 2.037, -3.004], [2.340, 1.713, -1.738], [3.616, 1.602, -1.338], [4.642, 1.805, -2.239], [4.436, 2.113, -3.512], [2.061, 2.330, -5.605], [3.733, 2.504, -5.808], [1.088, 2.124, -3.321], [3.795, 1.366, -0.301], [5.671, 1.701, -1.918], [-4.243, -2.824, -1.673], [-3.102, -1.826, -1.767], [-2.250, -1.481, -0.206], [-1.964, -2.813, 0.410], [-3.624, -0.742, 0.745], [-4.429, -1.747, 1.552], [-4.478, -3.229, -2.658], [-5.148, -2.366, -1.276], [-3.956, -3.651, -1.023], [-3.410, -0.857, -2.169], [-2.296, -2.206, -2.399], [-4.230, -0.164, 0.044], [-3.119, -0.035, 1.404], [-5.153, -2.288, 0.946], [-4.966, -1.233, 2.350], [-3.758, -2.480, 1.999]],
  "lowdin_charge": [0.798, 0.061, -0.839, 0.613, -0.001, -0.188, -0.066, -0.153, -0.044, -0.091, -0.083, -0.036, -0.358, -0.297, 0.069, 0.091, 0.133, 0.112, 0.098, 0.108, 0.113, -0.038, -0.576, -0.035, -0.037, -0.092, 0.064, 0.092, 0.088, 0.094, 0.093, 0.089, 0.089, 0.092, 0.094, 0.088, 0.932, -0.658, -0.164, -0.100, -0.103, -0.102, -0.164, 0.062, 0.098, 0.099, 0.104, 0.090, 0.125, -0.361, -0.102, -0.198, -0.178, -0.092, 0.134, 0.090, 0.096, 0.091, 0.086, 0.114, -0.135, -0.405, 0.839, -0.531, -0.372, -0.130, 0.072, 0.062, 0.074, 0.072, 0.074, 0.083, 0.047, 0.057, 0.074, 0.069],
  "e_above_lowest_kcal_mol": 0.0,
  "spin_multiplicity": 2,
  "s_squared": 0.76,
  "e_lumo_ev": [0.084, -0.572],
  "homo_ev": [-6.80, -6.81],
  "gap_ev": [6.889, 6.233],
  "max_force_ev_per_a": 0.520
}



# 2
{
  "formula": "C27H37AgN7P2",
  "method": "wB97M-V/def2-TZVPD",
  "species": ["Ag", "C", "N", "C", "C", "N", "C", "C", "C", "C", "C", "C", "N", "C", "N", "C", "C", "C", "C", "C", "C", "N", "H", "H", "H", "H", "H", "H", "H", "H", "H", "H", "H", "H", "H", "H", "H", "C", "P", "C", "C", "C", "P", "C", "C", "H", "H", "H", "H", "H", "H", "H", "H", "H", "H", "H", "H", "H", "H", "H", "H", "N", "C", "C", "C", "N", "C", "C", "H", "H", "H", "H", "H", "H"],
  "coordinates": [[1.737, 1.217, -0.251], [-1.944, -1.176, -1.574], [-0.551, -0.933, -1.860], [0.264, -2.133, -1.713], [1.719, -1.853, -1.358], [2.422, -0.716, -1.117], [3.743, -1.059, -1.025], [4.911, -0.343, -0.811], [6.142, -1.023, -0.744], [6.179, -2.422, -0.785], [5.025, -3.164, -1.023], [3.852, -2.431, -1.138], [2.577, -2.926, -1.209], [-2.908, -0.066, -1.921], [-2.679, 1.232, -1.925], [-3.919, 1.848, -2.232], [-4.364, 3.123, -2.426], [-5.764, 3.344, -2.472], [-6.670, 2.309, -2.462], [-6.265, 1.023, -2.478], [-4.939, 0.794, -2.265], [-4.235, -0.398, -2.012], [-2.271, -2.034, -2.220], [-2.171, -1.460, -0.499], [-0.145, -0.124, -1.404], [-0.181, -2.855, -0.991], [0.270, -2.727, -2.665], [4.860, 0.774, -0.622], [7.032, -0.436, -0.707], [7.206, -2.873, -0.742], [4.966, -4.283, -0.957], [2.291, -3.865, -1.422], [-3.634, 3.896, -2.526], [-6.180, 4.371, -2.539], [-7.727, 2.542, -2.290], [-7.007, 0.197, -2.582], [-4.626, -1.309, -2.027], [-1.066, 0.821, 1.919], [0.493, 1.817, 1.871], [1.381, 1.592, 3.494], [-0.120, 3.584, 1.972], [0.735, 4.439, 1.039], [1.181, 3.598, -0.559], [2.441, 4.725, -1.168], [-0.310, 3.849, -1.574], [-1.644, 1.121, 1.075], [-1.706, 1.035, 2.821], [-0.790, -0.255, 1.914], [0.744, 1.979, 4.212], [2.366, 2.064, 3.481], [1.323, 0.498, 3.714], [-0.125, 3.904, 3.048], [-1.215, 3.650, 1.667], [1.704, 4.678, 1.457], [0.302, 5.418, 0.839], [2.141, 5.743, -1.277], [2.714, 4.388, -2.175], [3.386, 4.613, -0.530], [-0.098, 3.585, -2.629], [-0.611, 4.916, -1.509], [-1.114, 3.190, -1.231], [-1.088, -5.839, 1.770], [-0.309, -4.950, 2.411], [-0.911, -4.268, 3.509], [-0.109, -3.477, 4.241], [1.176, -3.209, 3.956], [1.750, -3.860, 2.927], [1.070, -4.784, 2.125], [-2.057, -5.928, 2.058], [-0.706, -6.652, 1.252], [-1.963, -4.283, 3.713], [-0.391, -2.840, 5.063], [2.788, -3.570, 2.735], [1.620, -5.351, 1.362]],
  "lowdin_charge": [0.489, -0.173, -0.054, -0.145, -0.213, 0.034, -0.275, -0.019, -0.078, -0.083, -0.011, -0.224, 0.165, -0.315, 0.151, -0.200, -0.027, -0.079, -0.125, -0.055, -0.165, 0.148, 0.136, 0.137, 0.059, 0.124, 0.140, 0.119, 0.097, 0.125, 0.132, 0.164, 0.096, 0.115, 0.119, 0.132, 0.148, -0.282, 0.774, -0.249, -0.391, -0.423, 0.714, -0.301, -0.280, 0.001, 0.066, 0.040, 0.000, 0.048, 0.055, 0.094, 0.103, 0.071, 0.088, 0.035, 0.043, 0.075, 0.057, 0.058, 0.005, 0.094, -0.338, -0.034, -0.182, 0.024, -0.161, -0.035, 0.102, 0.126, 0.105, 0.103, 0.103, 0.101],
  "e_lumo_ev": -1.905,
  "homo_ev": -10.16,
  "gap_ev": 8.250,
  "max_force_ev_per_a": 3.906,
  "charge": 1
}



# 3
{
  "formula": "C27H37AsBBiCl2NO9P2",
  "method": "wB97M-V/def2-TZVPD",
  "species": ["Bi", "N", "C", "C", "P", "O", "O", "O", "P", "O", "O", "O", "H", "H", "H", "H", "H", "H", "H", "H", "Cl", "C", "Cl", "H", "H", "O", "As", "C", "C", "C", "C", "C", "C", "C", "C", "C", "C", "C", "C", "C", "C", "C", "C", "C", "C", "H", "H", "H", "H", "H", "H", "H", "H", "H", "H", "H", "H", "H", "H", "H", "C", "C", "C", "O", "B", "O", "C", "C", "C", "H", "H", "H", "H", "H", "H", "H", "H", "H", "H", "H", "H"],
  "coordinates": [[-0.756, -1.480, 0.095], [-2.984, -4.066, -3.838], [-1.934, -3.330, -3.021], [-0.595, -3.457, -3.738], [-1.862, -4.287, -1.420], [-3.108, -3.780, -0.536], [-2.070, -5.691, -1.851], [-0.631, -3.760, -0.717], [-2.591, -1.616, -2.832], [-1.677, -0.779, -3.856], [-4.011, -1.670, -3.251], [-2.272, -1.110, -1.425], [-3.059, -5.016, -3.430], [-2.700, -4.138, -4.814], [-3.862, -3.520, -3.775], [-0.337, -4.511, -3.862], [0.197, -2.987, -3.161], [-0.634, -2.970, -4.714], [-3.836, -4.411, -0.540], [-2.203, -0.112, -4.315], [0.683, -2.193, 3.248], [1.375, -3.542, 2.322], [2.198, -2.969, 0.857], [0.570, -4.200, 2.011], [2.100, -4.045, 2.950], [-0.964, 0.708, 0.727], [-0.658, 1.594, 2.123], [-1.543, 0.716, 3.565], [-1.178, 0.950, 4.887], [-1.843, 0.286, 5.906], [-2.868, -0.602, 5.603], [-3.234, -0.830, 4.285], [-2.571, -0.170, 3.259], [-1.370, 3.344, 1.932], [-2.741, 3.510, 2.114], [-3.304, 4.763, 1.940], [-2.501, 5.841, 1.591], [-1.136, 5.672, 1.407], [-0.564, 4.418, 1.574], [1.200, 1.732, 2.512], [2.110, 0.922, 1.846], [3.455, 0.981, 2.181], [3.886, 1.852, 3.170], [2.977, 2.672, 3.827], [1.632, 2.616, 3.500], [-0.376, 1.634, 5.133], [-1.563, 0.461, 6.935], [-3.382, -1.120, 6.402], [-4.036, -1.517, 4.053], [-2.860, -0.335, 2.228], [-3.368, 2.670, 2.392], [-4.368, 4.900, 2.079], [-2.943, 6.820, 1.461], [-0.517, 6.513, 1.129], [0.498, 4.285, 1.414], [1.779, 0.258, 1.059], [4.165, 0.343, 1.670], [4.935, 1.898, 3.430], [3.317, 3.359, 4.591], [0.933, 3.273, 4.005], [3.201, 1.744, -2.015], [2.097, 0.863, -2.570], [1.336, 1.598, -3.659], [1.137, 0.644, -1.486], [0.898, -0.686, -1.400], [1.650, -1.462, -2.218], [2.559, -0.596, -2.970], [3.962, -0.961, -2.519], [2.373, -0.936, -4.438], [2.786, 2.720, -1.764], [3.992, 1.892, -2.750], [3.640, 1.323, -1.113], [0.954, 2.532, -3.249], [0.488, 1.013, -4.014], [1.983, 1.833, -4.505], [4.099, -0.794, -1.451], [4.713, -0.387, -3.061], [4.131, -2.019, -2.718], [1.329, -0.856, -4.736], [2.703, -1.960, -4.611], [2.970, -0.279, -5.070]],
  "lowdin_charge": [1.744, 0.171, -0.482, -0.068, 0.296, -0.151, -0.284, -0.472, 0.362, -0.120, -0.275, -0.480, 0.133, 0.164, 0.128, 0.100, 0.066, 0.087, 0.091, 0.097, 0.529, -0.954, 0.570, 0.030, 0.034, -0.643, 1.236, -0.326, -0.083, -0.062, -0.061, -0.062, -0.118, -0.297, -0.081, -0.063, -0.062, -0.065, -0.087, -0.302, -0.098, -0.061, -0.058, -0.061, -0.106, 0.097, 0.112, 0.112, 0.112, 0.087, 0.108, 0.112, 0.112, 0.111, 0.106, 0.063, 0.111, 0.113, 0.113, 0.108, -0.002, -0.431, -0.002, 0.068, -0.796, 0.046, -0.431, -0.003, -0.003, 0.097, 0.100, 0.079, 0.100, 0.079, 0.099, 0.087, 0.099, 0.100, 0.083, 0.099, 0.100],
  "e_above_lowest_kcal_mol": 5.9,
  "e_lumo_ev": -2.117,
  "homo_ev": -11.32,
  "gap_ev": 9.207,
  "max_force_ev_per_a": 0.402,
  "charge": 1
}